The following is a quantum chemistry calculation of C12H8ClF3N2O2S in the gas phase, from OMol25.

Last column: natural (NBO) charge in e.
Positions of all 29 atoms, in Å:
O -0.17 0.48 2.97  -0.92
S -0.03 0.90 1.61  2.31
O 0.87 1.97 1.31  -0.92
N -1.57 1.24 0.99  -0.84
C -2.33 2.30 1.49  0.10
C -2.26 2.69 2.82  -0.21
C -3.07 3.73 3.25  -0.23
C -3.92 4.34 2.34  0.01
N -3.99 3.97 1.07  -0.39
C -3.22 2.99 0.66  0.00
C 0.35 -0.52 0.59  -0.38
C -0.11 -1.77 0.96  -0.08
C 0.18 -2.87 0.18  -0.25
C 0.93 -2.71 -0.99  0.02
Cl 1.28 -4.08 -1.95  0.07
C 1.40 -1.44 -1.35  -0.18
C 2.21 -1.26 -2.61  0.98
F 1.54 -1.64 -3.71  -0.32
F 3.35 -1.97 -2.59  -0.31
F 2.56 0.01 -2.81  -0.32
C 1.11 -0.34 -0.55  -0.14
H -1.57 1.20 -0.02  0.41
H -1.59 2.19 3.50  0.25
H -3.04 4.06 4.28  0.22
H -4.57 5.15 2.63  0.19
H -3.31 2.72 -0.39  0.18
H -0.68 -1.86 1.88  0.24
H -0.17 -3.85 0.45  0.24
H 1.47 0.64 -0.80  0.27

The value obtained for the LUMO energy is -0.012 Eh. The charge is 0. As for the SMILES: O=S(=O)(Nc1cccnc1)c1ccc(Cl)c(C(F)(F)F)c1. Its calculated total energy is -51159.061 eV.

---

The following is a quantum chemistry calculation of a gas-phase ion, C12H8F22NS (charge -1), from OMol25.

Last column: natural (NBO) charge in e.
Positions of all 44 atoms, in Å:
F -3.36 3.02 4.32  -0.31
C -2.66 2.20 3.53  0.92
F -1.69 2.93 2.96  -0.30
F -2.09 1.28 4.29  -0.30
C -3.61 1.53 2.47  0.56
F -4.00 0.36 2.97  -0.30
F -4.69 2.32 2.36  -0.30
C -2.96 1.33 1.07  0.58
F -2.81 2.56 0.54  -0.32
F -1.75 0.80 1.28  -0.29
C -3.75 0.42 0.08  0.66
F -3.69 -0.83 0.59  -0.32
F -5.06 0.80 0.20  -0.36
C -3.29 0.52 -1.36  -0.48
C -2.62 -0.73 -1.93  -0.20
N -1.24 -0.71 -1.58  -0.82
C -0.64 -1.91 -2.01  -0.20
C 0.84 -1.95 -1.60  -0.47
C 1.08 -2.02 -0.10  0.65
F 2.12 -2.89 0.16  -0.36
F 0.03 -2.53 0.56  -0.31
C 1.47 -0.69 0.63  0.59
F 0.79 0.35 0.14  -0.28
F 1.17 -0.81 1.94  -0.31
C 2.99 -0.28 0.65  0.58
F 3.69 -1.18 1.36  -0.30
F 3.03 0.90 1.30  -0.31
C 3.68 -0.10 -0.74  0.48
F 3.81 -1.30 -1.32  -0.29
F 2.92 0.69 -1.51  -0.29
S 5.42 0.71 -0.74  2.36
F 6.14 -0.68 -1.00  -0.46
F 5.30 0.93 -2.31  -0.46
F 4.77 2.13 -0.47  -0.46
F 5.62 0.50 0.82  -0.46
F 6.84 1.41 -0.79  -0.45
H -2.54 1.31 -1.44  0.24
H -4.17 0.83 -1.94  0.21
H -3.16 -1.63 -1.57  0.13
H -2.81 -0.72 -3.04  0.11
H -1.12 -2.84 -1.63  0.12
H -0.63 -2.05 -3.13  0.11
H 1.32 -1.07 -2.02  0.22
H 1.32 -2.85 -2.01  0.21

The value obtained for the LUMO energy is 0.084 Eh. The charge is -1. Its calculated total energy is -84682.893 eV.

---

The following is a quantum chemistry calculation of a molecular structure, C12H8F6IrN2O5S3, from OMol25.

Last column: Löwdin spin population.
Positions of all 37 atoms, in Å:
Ir 0.54 -0.40 -1.48  1.90
F -1.25 -4.92 -3.08  0.00
C -0.46 -3.94 -3.51  0.10
F 0.72 -3.98 -2.87  0.01
F -0.24 -4.09 -4.82  0.03
S -1.32 -2.31 -3.17  0.28
O -0.38 -1.19 -3.07  0.17
O -2.24 -2.03 -4.23  0.10
N -2.26 -1.99 -1.55  1.06
S -1.48 -2.46 -0.03  0.18
O -0.89 -3.75 -0.21  0.04
O -0.36 -1.54 0.01  0.15
C -2.56 -2.48 1.50  0.07
F -3.51 -3.38 1.32  0.01
F -1.85 -2.78 2.59  0.02
F -3.09 -1.27 1.66  0.01
C -1.93 2.16 -0.94  0.01
C -0.80 2.33 0.02  0.04
C -0.75 3.35 0.96  0.01
C 0.33 3.48 1.85  0.00
C 1.45 2.57 1.84  0.01
C 2.56 2.69 2.73  0.01
C 3.64 1.83 2.71  0.00
C 3.73 0.74 1.80  0.03
C 2.72 0.54 0.92  0.03
S 2.76 -0.91 -0.39  0.14
C 1.45 1.54 0.93  0.03
N 0.22 1.42 -0.07  0.25
H -2.69 2.92 -0.81  0.00
H -2.40 1.18 -0.81  0.00
H -1.56 2.22 -1.97  0.00
H -1.56 4.05 1.02  0.00
H 0.32 4.29 2.57  0.00
H 2.56 3.50 3.45  0.00
H 4.44 1.98 3.42  0.00
H 4.60 0.09 1.82  0.00
O 1.53 0.51 -0.14  0.31

The value obtained for the energy above the lowest of the compared OMol25 structures with the same formula, charge and spin is 1715.1 kJ/mol. The value obtained for the LUMO energy (spin up / spin down) is -0.032 / -0.088 Eh. The charge is 0. Its calculated total energy is -77417.751 eV. The spin multiplicity is 6.

---

The following is a quantum chemistry calculation of a molecular structure, C12H8N2O4V, from OMol25.

Last column: Löwdin spin population.
Positions of all 27 atoms, in Å:
V -0.17 0.02 -0.53  0.84
O 0.05 3.15 -0.40  0.03
C -0.11 2.00 -0.41  0.01
C -0.29 -1.97 -0.49  0.01
O -0.24 -3.13 -0.50  0.03
C 1.61 -0.06 -1.11  0.01
O 2.73 -0.10 -1.46  0.01
C -1.42 0.10 -1.97  0.03
O -2.19 0.17 -2.84  0.04
C 0.07 0.67 -5.13  0.46
H -0.84 1.28 -5.13  0.01
H 1.02 1.21 -5.16  0.02
C 0.00 -0.67 -5.19  0.46
H 0.90 -1.30 -5.27  0.02
H -0.96 -1.19 -5.24  0.01
N 3.06 -0.08 5.15  0.00
C 2.10 -0.06 4.48  0.00
C 0.86 -0.03 3.73  0.00
C -0.36 -0.01 4.43  0.02
C -1.53 -0.01 3.69  0.00
C -1.45 0.01 2.30  0.01
N -0.27 0.01 1.63  0.00
C 0.88 -0.01 2.33  0.00
H -0.36 0.02 5.52  0.00
H -2.53 -0.02 4.14  0.00
H -2.35 0.03 1.70  0.00
H 1.80 -0.02 1.74  0.00

The value obtained for the energy above the lowest of the compared OMol25 structures with the same formula, charge and spin is 0.0 kJ/mol. The value obtained for the LUMO energy (spin up / spin down) is -0.543 / -0.592 Eh. The charge is +3. Its calculated total energy is -49394.079 eV. The spin multiplicity is 3.

---

The following is a quantum chemistry calculation of a molecular structure, C12H8N3O5OsS3, from OMol25.

Last column: natural (NBO) charge in e.
Positions of all 32 atoms, in Å:
Os 1.02 1.28 0.58  1.09
O 3.48 2.37 3.39  -0.94
S 2.39 2.04 2.54  2.52
O 1.03 2.28 3.05  -0.99
O 2.37 0.59 2.06  -0.90
O 2.41 2.70 1.15  -0.91
S 2.04 1.49 -1.50  0.11
C 3.41 0.43 -1.42  -0.28
C 4.57 0.77 -2.18  0.28
N 5.49 1.07 -2.81  -0.32
C 3.33 -0.68 -0.66  -0.30
S 1.76 -1.02 0.02  0.05
C 4.42 -1.57 -0.43  0.28
N 5.28 -2.31 -0.24  -0.33
C 0.04 3.98 0.00  -0.25
O -0.21 2.60 -0.20  -0.76
H -0.64 4.54 -0.65  0.16
H 1.07 4.25 -0.25  0.18
H -0.14 4.27 1.04  0.16
N -0.57 0.05 0.30  -0.31
C -1.45 -0.66 0.16  0.39
C -2.54 -1.56 -0.08  -0.10
C -2.27 -2.79 -0.69  -0.17
C -3.31 -3.67 -0.93  -0.21
C -4.61 -3.33 -0.56  -0.19
C -4.87 -2.11 0.05  -0.21
C -3.83 -1.22 0.29  -0.18
H -1.25 -3.03 -0.97  0.24
H -3.11 -4.62 -1.41  0.22
H -5.42 -4.02 -0.75  0.21
H -5.88 -1.85 0.34  0.22
H -4.02 -0.26 0.77  0.23

The value obtained for the energy above the lowest of the compared OMol25 structures with the same formula, charge and spin is 119.0 kJ/mol. The value obtained for the LUMO energy is 0.058 Eh. The charge is -1. Its calculated total energy is -62254.911 eV.

---

The following is a quantum chemistry calculation of a molecular structure, C12H8O, from OMol25.

Last column: natural (NBO) charge in e.
Positions of all 21 atoms, in Å:
C -2.38 0.47 1.19  0.08
C -0.84 1.83 0.22  0.29
C 0.05 2.91 0.04  -0.25
C 1.51 2.42 -0.15  -0.18
C 1.62 1.15 -0.74  -0.21
C 0.83 0.10 -0.76  -0.08
C 1.37 -1.34 -0.75  -0.15
C 0.90 -2.54 -0.61  -0.21
C -0.68 -2.61 -0.46  -0.20
C -1.56 -1.85 0.18  -0.19
C -1.53 -0.34 0.37  -0.11
C -0.42 0.48 -0.18  -0.07
H -2.97 0.14 2.10  0.23
H 0.03 3.87 0.55  0.23
H 2.51 3.12 0.34  0.25
H 2.87 0.81 -0.40  0.18
H 2.30 -1.25 -1.02  0.18
H 1.70 -3.30 -0.70  0.24
H -0.71 -3.68 -0.46  0.21
H -2.56 -2.23 0.29  0.22
O -2.04 1.85 0.95  -0.44

The value obtained for the energy above the lowest of the compared OMol25 structures with the same formula, charge and spin is 602.1 kJ/mol. The value obtained for the LUMO energy is -0.002 Eh. The charge is 0. Its calculated total energy is -14614.080 eV.

---

The records above give, respectively, max |F| values of 0.0176 0.0058 0.2666 0.1756 0.0421 0.2045 hartree/bohr.